Entry 1:
92
Properties=species:S:1:pos:R:3:lowdin_charge:R:1 method="wB97M-V/def2-TZVPD" homo_lumo_gap_ev=8.39 multiplicity=1 e_lumo_ev=-2.249 total_energy_ha=-3234.02024 e_homo_ev=-10.64 charge=+1
Pd 0.151 0.546 -0.019 0.226
C -0.505 3.711 -0.784 -0.176
Si -1.385 2.065 -0.746 0.523
C -1.914 1.587 -2.495 -0.277
C -3.099 1.957 -3.131 -0.074
C -3.345 1.567 -4.440 -0.063
C -2.410 0.809 -5.137 -0.061
C -1.225 0.437 -4.524 -0.069
C -0.987 0.821 -3.208 -0.378
P 0.509 0.352 -2.291 0.966
C 0.747 -1.415 -2.630 -0.337
C 1.557 -1.880 -3.663 -0.081
C 1.661 -3.243 -3.903 -0.064
C 0.956 -4.147 -3.123 -0.069
C 0.138 -3.688 -2.099 -0.073
C 0.035 -2.328 -1.851 -0.093
C 1.891 1.202 -3.095 -0.356
C 3.195 0.826 -2.766 -0.125
C 4.270 1.518 -3.300 -0.066
C 4.055 2.592 -4.153 -0.071
C 2.761 2.976 -4.471 -0.068
C 1.678 2.286 -3.943 -0.081
C -2.834 2.141 0.451 -0.289
C -3.891 3.047 0.344 -0.082
C -4.907 3.056 1.288 -0.062
C -4.879 2.165 2.354 -0.060
C -3.834 1.265 2.480 -0.061
C -2.817 1.253 1.528 -0.377
P -1.420 0.088 1.581 0.974
C -2.177 -1.507 1.115 -0.350
C -1.627 -2.722 1.520 -0.125
C -2.127 -3.919 1.030 -0.074
C -3.172 -3.916 0.116 -0.074
C -3.718 -2.710 -0.301 -0.060
C -3.225 -1.512 0.195 -0.076
C -1.027 -0.043 3.354 -0.353
C -1.625 -0.952 4.226 -0.092
C -1.306 -0.935 5.576 -0.067
C -0.404 -0.002 6.069 -0.073
C 0.182 0.917 5.210 -0.080
C -0.122 0.889 3.857 -0.112
H -1.179 4.476 -1.183 0.041
H 0.369 3.665 -1.438 0.022
H -0.193 4.027 0.212 0.034
H -3.844 2.543 -2.606 0.096
H -4.272 1.850 -4.921 0.110
H -2.611 0.502 -6.155 0.110
H -0.497 -0.165 -5.057 0.113
H 2.112 -1.187 -4.281 0.107
H 2.295 -3.596 -4.706 0.110
H 1.041 -5.208 -3.316 0.109
H -0.425 -4.385 -1.491 0.100
H -0.613 -1.974 -1.056 0.071
H 3.370 -0.008 -2.096 0.075
H 5.278 1.217 -3.047 0.110
H 4.897 3.129 -4.569 0.109
H 2.589 3.813 -5.135 0.109
H 0.671 2.591 -4.200 0.106
H -3.919 3.763 -0.470 0.104
H -5.720 3.765 1.202 0.111
H -5.670 2.179 3.092 0.111
H -3.808 0.577 3.317 0.108
H -0.810 -2.738 2.230 0.073
H -1.700 -4.856 1.365 0.112
H -3.561 -4.850 -0.268 0.110
H -4.532 -2.700 -1.013 0.112
H -3.657 -0.577 -0.141 0.108
H -2.344 -1.671 3.854 0.106
H -1.772 -1.645 6.246 0.110
H -0.167 0.017 7.125 0.109
H 0.868 1.662 5.594 0.107
H 0.342 1.597 3.179 0.097
C 5.192 1.746 2.528 -0.083
C 3.754 1.777 3.020 -0.269
N 3.188 0.444 3.208 0.002
C 2.642 -0.308 2.246 -0.751
S 2.545 0.252 0.634 0.689
N 2.212 -1.523 2.603 0.022
C 1.633 -2.511 1.693 -0.276
C 2.680 -3.291 0.915 -0.068
H 5.571 2.762 2.419 0.080
H 5.251 1.251 1.559 0.058
H 5.835 1.217 3.233 0.077
H 3.118 2.311 2.315 0.086
H 3.687 2.284 3.983 0.118
H 3.326 0.017 4.112 0.147
H 2.218 -1.753 3.585 0.149
H 0.963 -1.993 1.006 0.050
H 1.036 -3.183 2.311 0.108
H 3.272 -2.618 0.297 0.059
H 2.189 -4.013 0.260 0.072
H 3.346 -3.832 1.587 0.080



Entry 2:
97
Properties=species:S:1:pos:R:3:lowdin_charge:R:1 method="wB97M-V/def2-TZVPD" homo_lumo_gap_ev=5.95 multiplicity=1 e_lumo_ev=-0.998 total_energy_ha=-4326.51468 e_homo_ev=-6.94
Ir 0.409 -0.185 0.363 1.517
C 2.834 -0.891 -5.556 -0.079
C 3.509 -1.260 -4.231 -0.181
C 2.532 -1.507 -3.120 -0.119
C 1.667 -2.550 -2.973 -0.119
C 1.520 -3.760 -3.845 -0.180
C 2.675 -4.751 -3.687 -0.079
C 0.917 -2.295 -1.766 -0.229
C -0.065 -3.118 -1.246 0.030
C -0.811 -2.925 -0.102 -0.231
C -1.830 -3.827 0.386 -0.125
C -2.190 -5.134 -0.247 -0.189
C -1.170 -6.238 0.047 -0.083
C -2.358 -3.253 1.498 -0.124
C -1.658 -2.001 1.687 -0.207
C -1.905 -1.089 2.706 0.063
C -1.252 0.100 2.913 -0.209
N -0.245 0.602 2.115 -0.052
C 0.122 1.798 2.667 -0.253
C 1.103 2.629 2.167 0.013
C 1.864 2.407 1.037 -0.258
N 1.768 1.311 0.230 -0.054
C 2.702 1.481 -0.770 -0.211
C 2.938 0.597 -1.791 0.066
C 2.296 -0.619 -2.006 -0.206
N 1.336 -1.128 -1.198 -0.042
C 3.402 2.733 -0.576 -0.126
C 2.886 3.304 0.541 -0.127
C 3.212 4.630 1.150 -0.185
C 2.165 5.697 0.815 -0.077
C 4.452 3.269 -1.497 -0.186
C 3.860 3.861 -2.781 -0.079
C -0.668 2.061 3.850 -0.127
C -1.515 1.013 4.000 -0.130
C -2.507 0.781 5.096 -0.187
C -2.029 -0.260 6.114 -0.083
C -0.592 3.297 4.691 -0.187
C -1.691 4.301 4.332 -0.078
N -0.722 -1.843 0.724 -0.041
C -3.477 -3.746 2.362 -0.192
C -4.808 -3.055 2.048 -0.083
H 3.577 -0.609 -6.303 0.072
H 2.152 -0.051 -5.416 0.081
H 2.257 -1.722 -5.959 0.061
H 4.187 -0.453 -3.951 0.095
H 4.139 -2.142 -4.369 0.104
H 1.440 -3.449 -4.889 0.103
H 0.583 -4.269 -3.618 0.098
H 3.625 -4.306 -3.982 0.062
H 2.515 -5.636 -4.305 0.072
H 2.767 -5.072 -2.648 0.078
H -0.289 -4.016 -1.806 0.106
H -2.292 -5.001 -1.327 0.112
H -3.172 -5.446 0.113 0.106
H -0.183 -5.978 -0.338 0.067
H -1.474 -7.183 -0.405 0.071
H -1.072 -6.390 1.123 0.078
H -2.690 -1.344 3.407 0.108
H 1.297 3.545 2.709 0.106
H 3.701 0.883 -2.502 0.103
H 4.188 4.961 0.791 0.103
H 3.304 4.527 2.234 0.111
H 2.104 5.847 -0.264 0.073
H 2.416 6.651 1.279 0.073
H 1.172 5.401 1.158 0.064
H 5.164 2.478 -1.745 0.112
H 5.022 4.042 -0.978 0.103
H 3.288 3.116 -3.335 0.069
H 4.647 4.241 -3.433 0.072
H 3.183 4.683 -2.546 0.073
H -3.464 0.472 4.668 0.115
H -2.692 1.723 5.613 0.102
H -1.886 -1.237 5.651 0.066
H -2.751 -0.370 6.924 0.072
H -1.074 0.041 6.547 0.079
H 0.381 3.777 4.565 0.100
H -0.660 3.025 5.747 0.113
H -1.625 4.579 3.279 0.075
H -1.606 5.208 4.933 0.072
H -2.681 3.874 4.496 0.071
H -3.223 -3.601 3.416 0.109
H -3.588 -4.823 2.223 0.105
H -4.737 -1.976 2.191 0.069
H -5.606 -3.433 2.688 0.071
H -5.090 -3.228 1.009 0.079
Cl -4.947 3.119 -3.990 0.664
C -3.766 2.234 -3.100 -0.724
C -3.016 2.846 -2.107 -0.703
Cl -3.276 4.516 -1.768 0.674
C -2.057 2.140 -1.380 -0.592
Cl -1.177 2.990 -0.173 0.770
C -1.809 0.775 -1.623 -0.390
O -0.967 -0.068 -1.071 -0.260
C -2.593 0.183 -2.645 -0.579
Cl -2.322 -1.489 -2.980 0.768
C -3.543 0.886 -3.363 -0.705
Cl -4.455 0.091 -4.588 0.679



Entry 3:
98
Properties=species:S:1:pos:R:3:lowdin_charge:R:1 method="wB97M-V/def2-TZVPD" homo_lumo_gap_ev=9.36 multiplicity=1 e_lumo_ev=0.086 total_energy_ha=-4719.06003 e_homo_ev=-9.27
H 3.046 -2.704 -3.622 0.062
N 2.263 -2.731 -2.968 0.113
C 1.533 -1.712 -3.152 -0.299
C 0.287 -1.470 -2.345 -0.221
B -0.908 -1.953 -3.224 -0.624
Br -1.672 -3.672 -2.947 0.837
H 1.816 -0.998 -3.933 0.098
H 0.202 -0.401 -2.123 0.115
H 0.375 -2.040 -1.417 0.088
H -1.357 -1.301 -4.109 0.027
C -2.886 -3.812 1.822 -0.078
C -2.851 -3.712 0.440 -0.087
C -4.018 -3.967 -0.267 -0.173
N -5.170 -4.305 0.312 0.052
C -5.186 -4.398 1.639 -0.161
C -4.076 -4.162 2.437 -0.077
H -1.997 -3.618 2.409 0.105
H -1.941 -3.444 -0.075 0.057
H -4.042 -3.898 -1.347 0.059
H -6.135 -4.675 2.085 0.101
H -4.148 -4.250 3.513 0.099
C -2.963 -8.086 -5.391 -0.082
C -2.604 -6.856 -4.864 -0.078
C -2.523 -5.767 -5.720 -0.173
N -2.769 -5.838 -7.026 0.053
C -3.111 -7.026 -7.519 -0.161
C -3.223 -8.175 -6.749 -0.078
H -3.038 -8.959 -4.755 0.104
H -2.391 -6.740 -3.810 0.088
H -2.248 -4.792 -5.332 0.030
H -3.306 -7.059 -8.586 0.101
H -3.507 -9.113 -7.206 0.099
C 3.143 -2.233 1.945 -0.078
C 3.471 -1.017 2.526 -0.080
C 3.580 0.102 1.713 -0.188
N 3.388 0.082 0.396 0.062
C 3.072 -1.092 -0.151 -0.157
C 2.938 -2.268 0.574 -0.065
H 3.053 -3.119 2.561 0.068
H 3.635 -0.939 3.593 0.100
H 3.829 1.070 2.136 0.091
H 2.922 -1.104 -1.220 0.069
H 2.680 -3.186 0.061 0.097
C 4.508 -5.472 6.762 -0.078
C 3.151 -5.379 6.497 -0.071
C 2.745 -4.694 5.362 -0.143
N 3.590 -4.117 4.511 0.045
C 4.891 -4.212 4.778 -0.144
C 5.399 -4.876 5.884 -0.070
H 4.865 -5.999 7.637 0.106
H 2.418 -5.828 7.155 0.102
H 1.691 -4.602 5.122 0.106
H 5.556 -3.731 4.068 0.108
H 6.466 -4.922 6.050 0.102
C 1.095 3.775 4.126 -0.084
C -0.256 4.033 3.957 -0.097
C -1.024 3.093 3.288 -0.163
N -0.541 1.957 2.788 0.053
C 0.759 1.723 2.954 -0.150
C 1.612 2.595 3.617 -0.068
H 1.726 4.486 4.641 0.093
H -0.701 4.944 4.334 0.094
H -2.087 3.258 3.143 0.090
H 1.128 0.793 2.537 0.087
H 2.661 2.355 3.729 0.088
C 1.469 9.095 2.008 -0.078
C 2.112 8.998 3.232 -0.075
C 1.880 7.875 4.012 -0.149
N 1.067 6.883 3.651 0.057
C 0.460 6.991 2.472 -0.144
C 0.625 8.070 1.616 -0.064
H 1.624 9.956 1.370 0.105
H 2.781 9.774 3.579 0.100
H 2.368 7.765 4.974 0.103
H -0.194 6.169 2.202 0.085
H 0.098 8.099 0.672 0.098
C 0.839 1.877 -7.770 -0.078
C 2.225 1.892 -7.753 -0.072
C 2.891 0.871 -7.091 -0.151
N 2.270 -0.128 -6.468 0.051
C 0.939 -0.127 -6.493 -0.161
C 0.178 0.844 -7.124 -0.065
H 0.285 2.657 -8.275 0.106
H 2.783 2.678 -8.242 0.101
H 3.975 0.851 -7.058 0.103
H 0.459 -0.955 -5.981 0.089
H -0.902 0.789 -7.108 0.104
C -5.212 6.388 2.060 -0.079
C -4.156 5.575 1.681 -0.073
C -3.086 6.153 1.014 -0.162
N -3.016 7.448 0.710 0.056
C -4.040 8.215 1.079 -0.155
C -5.154 7.737 1.754 -0.074
H -6.065 5.976 2.584 0.106
H -4.156 4.515 1.896 0.096
H -2.241 5.547 0.704 0.101
H -3.963 9.265 0.821 0.102
H -5.954 8.411 2.029 0.100



no.,largest force on an atom (eV/Å)
1,0.5
2,0.7
3,0.6